{"formula": "C6H12", "method": "ωB97M-V/def2-TZVPD", "species": ["C", "C", "C", "C", "C", "C", "H", "H", "H", "H", "H", "H", "H", "H", "H", "H", "H", "H"], "xyz": [[1.8964, -0.3285, 0.8482], [0.8498, 0.1004, -0.1760], [-0.1206, 1.1966, 0.3495], [-1.5426, 0.6249, 0.1891], [-1.4053, -0.3976, -0.9440], [-0.0624, -1.0598, -0.6284], [1.4124, -0.6972, 1.7619], [2.5494, 0.5058, 1.1290], [2.5299, -1.1340, 0.4585], [1.3718, 0.4896, -1.0600], [-0.0121, 2.1139, -0.2411], [0.0995, 1.4641, 1.3900], [-1.8468, 0.1029, 1.1062], [-2.2926, 1.3986, -0.0080], [-2.2396, -1.1060, -0.9913], [-1.3542, 0.1161, -1.9136], [-0.1941, -1.7708, 0.2001], [0.3611, -1.6188, -1.4701]], "forces_ev_per_angstrom": [[0.043, -0.014, 0.037], [0.015, -0.015, -0.039], [0.004, 0.069, 0.019], [-0.058, 0.011, 0.036], [-0.034, -0.013, -0.046], [0.014, -0.046, -0.002], [0.051, 0.056, -0.132], [-0.093, -0.109, -0.042], [-0.085, 0.108, 0.045], [-0.064, -0.051, 0.122], [-0.019, -0.135, 0.090], [-0.035, -0.055, -0.155], [0.051, 0.081, -0.128], [0.117, -0.125, 0.026], [0.128, 0.099, 0.016], [0.006, -0.049, 0.131], [0.023, 0.110, -0.090], [-0.066, 0.078, 0.115]], "lowdin_charge": [-0.090, -0.379, -0.164, -0.201, -0.207, -0.183, 0.080, 0.075, 0.075, 0.130, 0.106, 0.104, 0.109, 0.103, 0.105, 0.112, 0.113, 0.110], "e_tot_ha": -235.81478, "total_charge": 0, "relative_energy_kcal_mol": 2.2, "homo_lumo_gap_ev": 12.146, "lumo_ev": 1.2, "smiles": "CC1CCCC1", "homo_ha": -0.401}